{
  "formula": "C27H28IN3O2SiTl",
  "method": "ωB97M-V with the def2-TZVPD basis set",
  "e_above_lowest_kj_mol": 0.0,
  "largest_force_ev_per_a": 1.00,
  "e_tot_ev": -57693.4672,
  "homo_lumo_gap_ev": 6.89,
  "e_homo_ev": -4.44,
  "charge": -1,
  "species": ["Tl", "C", "C", "N", "C", "C", "C", "O", "C", "C", "N", "C", "C", "C", "C", "C", "C", "I", "C", "O", "H", "H", "H", "H", "H", "H", "H", "H", "H", "H", "H", "H", "C", "Si", "C", "C", "C", "C", "C", "C", "C", "H", "H", "H", "H", "H", "H", "H", "H", "H", "H", "H", "C", "C", "C", "N", "C", "C", "H", "H", "H", "H", "H"],
  "positions_angstrom": [[0.8953, 1.0111, 1.2575], [3.3702, -3.0700, -0.5218], [1.9121, -3.3415, -0.2847], [1.4018, -4.4329, -0.8325], [0.1234, -4.7480, -0.6121], [-0.6941, -4.0030, 0.2181], [-2.0904, -4.4572, 0.5415], [-2.1615, -5.2442, 1.7373], [-0.1727, -2.8415, 0.7877], [-0.9186, -2.0098, 1.7486], [-1.3899, -0.8866, 1.4276], [-1.8081, 0.0325, 2.4034], [-3.0383, -0.0179, 3.0470], [-3.3761, 0.9936, 3.9397], [-2.4879, 2.0264, 4.1957], [-1.2509, 2.0568, 3.5534], [-0.9066, 1.0739, 2.6459], [2.6734, 2.5043, 2.9527], [1.1575, -2.4238, 0.5132], [1.6889, -1.3384, 0.9688], [3.8614, -3.9917, -0.8281], [3.8356, -2.6767, 0.3833], [3.4998, -2.3238, -1.3092], [-0.2471, -5.6387, -1.1113], [-2.4713, -5.1021, -0.2508], [-2.7546, -3.5899, 0.6276], [-1.6135, -4.8184, 2.4032], [-0.9234, -2.3448, 2.7991], [-3.7284, -0.8285, 2.8410], [-4.3364, 0.9670, 4.4415], [-2.7501, 2.8176, 4.8885], [-0.5507, 2.8590, 3.7664], [4.0198, 0.5682, -0.5803], [2.2525, 1.1201, -0.9417], [2.3630, 2.8475, -1.7425], [1.3944, 0.0582, -2.2496], [0.0118, 0.1711, -2.4074], [-0.6533, -0.5050, -3.4183], [0.0556, -1.3271, -4.2839], [1.4253, -1.4740, -4.1255], [2.0863, -0.7816, -3.1200], [4.5834, 0.3649, -1.4953], [4.0051, -0.3314, 0.0340], [4.5397, 1.3506, -0.0239], [3.0203, 2.7915, -2.6148], [2.7766, 3.5920, -1.0576], [1.3858, 3.1955, -2.0838], [-0.5517, 0.7903, -1.7150], [-1.7256, -0.3950, -3.5281], [-0.4604, -1.8531, -5.0781], [1.9793, -2.1317, -4.7847], [3.1585, -0.9031, -3.0111], [-2.5735, 5.1710, -0.1705], [-1.1971, 5.3338, -0.1646], [-0.3998, 4.2154, 0.0285], [-0.8951, 2.9919, 0.1905], [-2.2173, 2.8404, 0.1840], [-3.0949, 3.8993, 0.0138], [-3.2267, 6.0227, -0.3119], [-0.7479, 6.3073, -0.3079], [0.6815, 4.2971, 0.0638], [-2.5809, 1.8292, 0.3313], [-4.1632, 3.7309, 0.0323]],
  "atomic_forces_ev_per_a": [[-0.468, 0.028, -0.179], [-0.109, 0.026, 0.055], [0.069, -0.095, -0.123], [0.089, 0.027, 0.011], [-0.041, 0.040, 0.005], [-0.007, -0.071, 0.023], [0.066, 0.030, -0.050], [-0.076, -0.019, 0.019], [0.182, 0.005, -0.155], [0.094, -0.033, 0.254], [-0.110, -0.057, -0.483], [0.044, 0.255, 0.353], [-0.045, -0.072, -0.062], [-0.022, 0.013, 0.041], [0.033, 0.056, -0.009], [0.141, 0.070, 0.066], [0.578, -0.425, -0.690], [0.294, 0.270, 0.248], [-0.182, -0.100, 0.052], [-0.029, -0.055, 0.077], [-0.002, -0.009, -0.034], [0.006, 0.020, -0.026], [0.045, 0.012, 0.060], [-0.047, 0.007, 0.060], [0.004, 0.019, -0.004], [-0.024, -0.035, -0.009], [0.063, 0.013, -0.011], [-0.071, 0.116, 0.016], [0.021, -0.003, -0.006], [0.002, -0.005, -0.012], [-0.030, -0.035, 0.012], [-0.002, -0.019, -0.018], [-0.272, -0.033, 0.024], [0.050, 0.069, 0.122], [-0.119, -0.143, 0.269], [0.078, 0.058, 0.250], [-0.006, -0.018, 0.025], [-0.027, 0.008, -0.003], [-0.013, 0.006, -0.021], [0.005, -0.025, -0.045], [0.016, 0.030, -0.007], [-0.036, 0.033, -0.031], [-0.011, 0.004, -0.008], [-0.046, 0.031, 0.005], [0.006, -0.061, -0.001], [0.009, -0.041, 0.028], [0.001, -0.031, 0.003], [-0.019, 0.008, -0.034], [0.002, -0.023, 0.011], [0.004, -0.034, 0.029], [0.001, 0.003, 0.009], [-0.011, 0.009, -0.035], [0.081, -0.048, 0.012], [-0.055, 0.037, -0.012], [-0.004, -0.006, 0.018], [-0.061, 0.153, -0.122], [0.031, 0.022, -0.009], [-0.056, 0.052, -0.014], [-0.017, -0.005, 0.004], [0.023, -0.007, 0.037], [-0.019, 0.021, -0.004], [-0.009, -0.012, 0.037], [0.007, -0.032, -0.016]]
}